Entry 1:
Molecular formula: C40H60BCl2F3N13O5P2
Method: DFT, wB97M-V/def2-TZVPD

Summary:
Total charge: +1
Maximum force in Eh/bohr: 0.1997
Frontier orbital gap in Ha: 0.255
HOMO in eV: -10.1
Relative energy (zero: lowest compared OMol25 entry of this formula, charge and spin) in kcal per mole: 298.8

```
126
Properties=species:S:1:pos:R:3:lowdin_charge:R:1
Cl 5.03887 2.25579 -0.65161 0.7473
Cl 0.06904 -0.51354 -3.25988 0.2815
P 1.74620 0.78716 -2.82118 0.6515
P 2.34060 3.32157 -2.76208 0.8895
F -1.82773 -5.29622 -2.00251 0.0150
F -2.24499 -2.90240 -2.58081 0.0060
F -1.02361 -4.32263 -4.06486 -0.0293
O 3.21421 -0.14061 -3.05091 -0.3790
O 1.60560 4.94313 -2.80417 -0.2845
O 5.13294 5.16663 -0.54358 -0.0136
O 0.09078 -2.70450 -0.83356 -0.2302
O 2.70802 5.63520 0.31897 -0.0707
N 7.91125 5.44981 6.81150 0.1268
N 9.35335 -0.07168 7.40777 0.1340
N -11.40995 -8.37963 0.86892 0.1224
N -7.65096 -5.02002 -1.87320 0.1347
N -3.62730 -7.23112 -7.59051 0.1207
N -11.89541 -3.64224 -6.25940 0.1194
N -7.42329 -4.71557 3.53962 0.1053
N 3.97216 3.59357 -3.39625 -0.1392
N -6.82338 7.35347 -4.15191 0.1230
N 0.24479 1.85729 3.33142 0.1462
N 2.25667 2.82855 -1.06031 -0.2302
N 4.37012 -3.15759 -0.47449 0.1385
N 3.20590 4.55716 3.25946 0.0433
C 11.02427 0.55137 9.34875 -0.0657
C -0.90127 -0.21396 4.49075 -0.0573
C -5.82925 7.76085 -4.59816 -0.2755
C 3.44773 3.04985 -0.19049 -0.5757
C 4.65416 -4.26231 -0.24574 -0.2381
C -11.90939 -7.53933 0.23815 -0.2717
C -0.85928 2.48705 -1.70404 -0.2386
C -0.26107 0.94314 3.84312 -0.2354
C -2.47514 2.14937 -1.43318 -0.1891
C 5.52478 4.72136 4.63091 -0.0283
C 1.61215 1.42714 -0.98074 -0.4771
C -5.39860 -4.09694 -2.88434 -0.0686
C -8.18184 -6.19054 1.49105 -0.0806
C -1.95637 -6.60806 -5.64953 -0.0869
C 1.45604 -2.15449 -0.57420 -0.2132
C 10.09085 0.20335 8.26443 -0.2691
C -3.39587 3.36939 -2.10243 -0.0916
C 3.87617 3.44193 2.52978 -0.1616
C 2.85424 1.09048 1.47901 -0.1313
C 5.01359 -5.66056 0.04384 -0.0629
C 2.92313 2.71580 1.36194 -0.1898
C 0.00116 1.54041 -0.69192 -0.1973
C -7.75811 -5.36659 2.63548 -0.2728
C -4.26133 4.44707 -2.45241 0.0671
C 6.31332 3.46037 3.89188 0.0036
C -2.88980 -6.95609 -6.73385 -0.2677
C -11.05795 -3.98565 -5.52854 -0.2732
C 4.00807 5.22038 4.32256 -0.0748
C 8.19529 4.34508 7.04024 -0.2516
C -4.57102 8.27654 -5.16305 -0.0795
C 2.31470 0.40188 0.05990 -0.2478
C 8.55472 2.94683 7.32982 -0.0917
C 1.48399 -0.92485 0.50650 -0.1153
C -6.65682 -4.61263 -2.31945 -0.2403
C 0.17863 -3.70278 -1.94174 -0.0988
C -12.54147 -6.47578 -0.56028 -0.0750
C -1.30376 -4.04994 -2.60883 -0.1874
C -9.99803 -4.42022 -4.60342 -0.0954
C 5.34588 2.76973 2.71419 -0.0002
C 3.30011 6.85694 0.88502 -0.0903
B 3.75769 4.70077 -0.14394 -0.4974
H 4.07847 3.11611 -4.31849 0.0643
H 5.74802 1.85794 2.06811 0.0826
H -2.69311 1.15704 -2.05316 0.1220
H 2.53607 7.24330 1.71450 0.1261
H 10.87665 -0.08314 10.22893 0.0872
H -2.73065 2.01044 -0.29989 0.1235
H -13.54260 -6.76418 -0.89801 0.0839
H 3.96741 0.49245 -3.28594 0.0625
H -4.00350 8.85451 -4.42591 0.0808
H 6.07042 -5.75899 0.31379 0.0875
H -2.08265 -5.56979 -5.32474 0.0489
H -0.56679 0.49047 -0.68417 0.1172
H 12.06777 0.43470 9.03731 0.0874
H 4.42808 -6.06477 0.87625 0.0855
H 1.50066 3.45238 -0.63546 0.1486
H 6.12769 5.31435 5.46616 0.0473
H 2.08995 0.83888 2.36042 0.0951
H 4.23290 4.61539 -3.44824 0.0840
H 8.37987 2.29690 6.46581 0.0600
H 0.91140 5.00165 -2.06893 0.0631
H -7.95844 -7.25072 1.65109 0.0845
H 3.86017 0.56082 1.78031 0.1233
H 0.37312 -0.72357 0.87850 0.1288
H -4.75167 8.93403 -6.01989 0.0833
H -9.96127 -3.79273 -3.70675 0.0716
H 3.56297 6.11950 4.96200 0.1234
H 0.75033 -4.67607 -1.56822 0.1600
H -4.83108 -3.51897 -2.14720 0.0733
H 4.83874 -6.31049 -0.82017 0.0861
H 10.89799 1.58965 9.67354 0.0801
H -3.92058 7.46603 -5.50864 0.0793
H -0.38819 -1.14984 4.24578 0.0836
H 1.93866 -1.89703 -1.60798 0.0815
H 0.83617 -3.30190 -2.85396 0.1298
H 4.33583 6.70774 1.41592 0.1015
H 9.61155 2.84841 7.59978 0.0683
H 3.31655 0.00856 -0.45866 0.1238
H -0.69860 2.30312 -2.84631 0.1021
H -4.74815 -4.90745 -3.22994 0.0773
H 2.04000 -1.35680 1.47146 0.1384
H 1.80010 3.10215 1.49060 0.1464
H 2.07472 -3.07063 -0.13575 0.1029
H -0.12661 1.96142 0.41310 0.1351
H -7.67718 -5.88967 0.56699 0.0392
H -9.00886 -4.37423 -5.07126 0.0744
H -5.57924 -3.43945 -3.74119 0.0872
H 7.96921 2.54263 8.16223 0.0882
H -0.71596 3.60850 -1.36596 0.1088
H -1.94505 -0.32594 4.17862 0.0895
H -0.89847 -0.11964 5.58189 0.0897
H -12.64827 -5.54878 0.01305 0.0822
H -4.94817 5.32893 -2.81424 0.0347
H -0.91288 -6.72474 -5.96097 0.0849
H 7.40664 3.11813 4.12714 0.0867
H -11.95488 -6.23777 -1.45380 0.0736
H -10.15024 -5.45225 -4.26989 0.0766
H 5.69073 5.26595 0.30603 0.1351
H -9.25934 -6.11066 1.31200 0.0650
H -2.10399 -7.24257 -4.76935 0.0830
H 3.42943 7.71269 0.07827 0.1244
```

---

Entry 2:
Molecular formula: C18H34Br6O8S4
Method: DFT, wB97M-V/def2-TZVPD

Summary:
Total charge: 0
Maximum force in Eh/bohr: 0.0660
Frontier orbital gap in Ha: 0.341
HOMO in eV: -9.6
Relative energy (zero: lowest compared OMol25 entry of this formula, charge and spin) in kcal per mole: 51.9

```
70
Properties=species:S:1:pos:R:3:lowdin_charge:R:1
Br 1.75035 2.70777 -5.30928 0.5947
Br -2.56521 0.61831 5.84323 0.5258
Br -3.30363 -1.81461 3.98066 0.6012
Br -1.11773 1.16721 -4.38012 0.6047
Br 0.04768 3.63211 -2.69917 0.6600
Br -0.57531 -1.90778 5.74430 0.6058
S -1.01469 4.69586 2.68934 0.6765
S 3.08586 -2.21460 -3.14072 0.7192
S 0.17316 -4.96994 1.48099 0.6715
S 0.12082 1.07086 0.11610 0.6954
O -0.73871 2.21162 -0.17967 -0.4351
O 4.44807 -2.13119 -2.67600 -0.3055
O 0.11313 5.47223 2.19894 -0.3322
O -0.83863 3.51344 3.48045 -0.3361
O -0.41198 -3.94304 2.30694 -0.3570
O 0.93154 0.59330 -0.98089 -0.3551
O 2.05113 -2.73301 -2.28087 -0.3883
O 0.08301 -6.35184 1.84940 -0.3334
C 1.65003 -3.45680 -0.16427 -0.2428
C 3.04786 -3.10326 -4.66480 -0.2088
C -0.50738 -4.77715 -0.21072 -0.2048
C -0.01085 2.78786 -4.43288 -1.5377
C 2.42744 -2.14710 -5.74835 -0.1705
C -2.41275 -1.35492 5.66634 -1.5225
C -2.03428 4.21074 1.24927 -0.2131
C 2.52821 -0.63688 -3.80759 -0.2349
C -0.87476 -0.29132 0.79812 -0.1729
C 1.68274 -1.01177 -4.99765 -0.2767
C -3.44680 5.87251 2.53923 -0.1916
C 0.26827 0.73510 2.78509 -0.2357
C -3.46483 4.60815 1.64196 -0.1961
C 0.48925 -3.94686 -1.03769 -0.2193
C 1.08710 1.39259 1.68319 -0.1711
C 1.87334 -4.43515 0.95939 -0.1966
C -1.03980 0.20048 2.22898 -0.2649
C -2.24476 5.73022 3.51413 -0.2195
H 0.91248 -4.57511 -1.82279 0.1110
H 2.39410 -3.95722 -4.50017 0.1009
H -0.83423 -5.73781 -0.60239 0.0957
H 2.46078 -4.16176 1.83740 0.1021
H -4.32901 5.96383 3.17248 0.1055
H 1.25008 2.47232 1.70450 0.0948
H -4.01710 4.80359 0.72485 0.1109
H -1.73583 3.19887 0.98913 0.0459
H -1.76810 1.01802 2.25210 0.1096
H -3.92055 3.76417 2.15928 0.1142
H 2.50350 -3.29476 -0.82530 0.0775
H -2.88661 -1.78781 6.53483 -0.0302
H -0.16672 -1.12053 0.77970 0.0882
H 2.10089 0.01645 -3.04679 0.0831
H -1.64648 6.53801 3.93450 0.1006
H -1.44689 -4.24932 -0.02891 0.0904
H -2.56262 5.13608 4.37179 0.0949
H 4.04157 -3.46294 -4.91376 0.1022
H -1.71697 4.89784 0.46293 0.1031
H -1.38252 -0.52009 2.96719 0.0016
H -0.51609 3.48634 -5.08327 -0.0497
H -1.75796 -0.35983 0.17440 0.1128
H 0.87614 -0.10187 3.14230 0.1074
H 3.35658 -0.05844 -4.22995 0.1059
H 3.14499 -1.82109 -6.49336 0.1115
H 2.38633 -5.36948 0.70753 0.1024
H -3.38894 6.86012 2.08123 0.1103
H 1.51626 -2.44122 0.21899 0.1076
H 2.11158 1.02128 1.64680 0.1026
H -0.08101 -3.18096 -1.55935 0.1101
H 0.72120 -1.42301 -4.67230 0.0961
H 1.36544 -0.17138 -5.61285 0.0510
H 1.62954 -2.75962 -6.16487 0.1050
H 0.12931 1.38416 3.64880 0.0926
```

---

Entry 3:
Molecular formula: C9H14
Method: DFT, wB97M-V/def2-TZVPD

Summary:
Total charge: 0
Maximum force in Eh/bohr: 0.0817
Frontier orbital gap in Ha: 0.368
Structure (SMILES): Cc1ccccc1.CC
HOMO in eV: -9.0
Relative energy (zero: lowest compared OMol25 entry of this formula, charge and spin) in kcal per mole: 41.8

```
23
Properties=species:S:1:pos:R:3:lowdin_charge:R:1
C -0.39138 -0.18632 1.83128 -0.3048
C 1.06844 1.26729 -0.12433 -0.1262
C -1.02159 -0.81378 -3.04079 -0.2005
C 1.01588 -0.16371 1.80972 -0.0539
C 1.73175 0.45649 0.75826 -0.1200
C -0.33356 1.05116 -0.36204 -0.0588
C -1.08384 -0.67772 3.05079 -0.0655
C 0.46083 -0.63414 -3.41290 -0.1930
C -1.04090 0.38228 0.74941 -0.0436
H -2.07896 -1.05008 2.79790 0.0760
H 0.67038 0.06450 -4.20253 0.0434
H 1.58813 -0.81318 2.54986 0.1270
H 1.19283 -0.53031 -2.56126 0.0583
H -1.13783 -0.85531 -1.90664 0.0575
H 0.74359 -1.73479 -3.74752 0.0915
H -0.55856 -1.51585 3.52987 0.0832
H -1.54449 -1.53985 -3.71151 0.0644
H -1.36381 0.01365 3.81730 0.0722
H 2.84539 0.47166 0.83668 0.1124
H 1.69571 1.81991 -0.93023 0.1271
H -0.91513 1.36729 -1.22411 0.0853
H -2.01180 0.02750 0.56155 0.0847
H -1.55923 0.18563 -3.36585 0.0833
```

---

Entry 4:
Molecular formula: C18H34O3
Method: DFT, wB97M-V/def2-TZVPD

Summary:
Total charge: 0
Maximum force in Eh/bohr: 0.3542
Frontier orbital gap in Ha: 0.309
HOMO in eV: -7.7
Relative energy (zero: lowest compared OMol25 entry of this formula, charge and spin) in kcal per mole: 394.7

```
55
Properties=species:S:1:pos:R:3:lowdin_charge:R:1
O -0.84805 2.40122 0.03511 0.2342
O -2.57050 -0.42546 0.23168 -0.1259
O -2.50752 1.89361 1.35938 0.0290
C -0.30792 -3.26163 -3.04824 -0.2837
C -0.16486 4.57414 1.85856 -0.2338
C -1.47819 4.19802 1.54128 -0.1183
C 0.85334 2.62340 3.10666 -0.3171
C -1.31516 -0.94301 -0.21950 -0.3361
C 0.78953 -3.27276 -3.91732 -0.2871
C 1.90076 -1.02968 0.84362 -0.1357
C 1.86212 0.24893 1.07991 -0.3092
C 0.68760 -1.88368 1.02200 -0.1919
C 2.13039 2.25336 2.65284 -0.3407
C 0.00401 -2.08612 -2.10896 -0.1290
C -1.31027 2.72992 0.93688 -0.5051
C 2.37350 0.99158 2.35570 -0.2890
C 0.75185 -4.44102 -4.89174 -0.2999
C -1.35645 -2.16942 -1.13475 -0.1331
C 1.95123 -4.67234 -5.80030 -0.1226
C -0.42753 -1.35303 1.16760 -0.2441
C 0.32155 3.90407 3.21452 -0.2001
H -2.29219 -1.80537 -1.88266 0.1668
H 0.95189 -2.37726 -4.59240 0.1552
H 2.82616 -4.62372 -5.26382 0.0372
H 2.33703 3.01161 1.54690 0.2217
H -1.81890 4.84931 0.63975 0.1694
H 1.27207 4.67808 3.53975 0.1822
H -0.17276 -4.33760 -5.63486 0.1417
H 1.70309 -3.70399 -3.43546 0.1412
H -0.13908 2.07357 2.65003 0.1674
H 1.89993 0.14514 3.14013 0.1879
H -0.10895 -1.26003 -2.72480 0.0915
H -0.12730 5.53808 1.94595 0.0397
H 2.85299 -1.61474 1.01592 0.1271
H 2.86909 2.57472 3.46613 0.1580
H 0.87845 2.18815 4.22415 0.1776
H 1.91538 -5.49415 -6.47188 0.0675
H 0.78827 -3.20911 0.99142 0.1983
H -1.51476 -3.23418 -0.56729 0.1559
H 2.59795 0.76334 0.30920 0.1695
H 0.53776 4.45884 0.84303 0.1864
H -0.35566 -4.20699 -2.39288 0.1578
H 0.74034 -2.22673 -1.34277 0.0782
H -0.61430 -0.67929 1.85531 0.0631
H -0.84399 -0.11449 -0.70363 0.1224
H -1.08883 -2.30550 1.64504 0.1841
H -3.32347 -1.18652 0.54327 0.2248
H 0.58823 -5.44381 -4.49081 0.1005
H 2.14365 -3.72680 -6.27248 0.0654
H -2.20132 4.19448 2.31556 0.1118
H -1.14480 -3.13168 -3.57413 0.0765
H -2.54790 1.12081 0.95859 -0.0812
H 0.88801 0.70098 0.96730 0.0939
H 3.49679 0.64866 2.33548 0.1532
H -0.20943 4.23628 3.94604 0.0464
```

---

Entry 5:
Molecular formula: C4H13N2S2
Method: DFT, wB97M-V/def2-TZVPD

Summary:
Total charge: +1
Maximum force in Eh/bohr: 0.0159
Frontier orbital gap in Ha: 0.359
Structure (SMILES): CNC[C@H]([NH3+])CSS
HOMO in eV: -13.0
Relative energy (zero: lowest compared OMol25 entry of this formula, charge and spin) in kcal per mole: 20.1

```
21
Properties=species:S:1:pos:R:3:lowdin_charge:R:1
S 3.17153 -0.57637 0.11760 0.4558
S 3.73561 -0.36780 2.07761 0.3743
N 0.59269 1.28881 -0.59332 0.2064
N -1.84168 0.45862 -0.32271 -0.1331
C 0.51017 0.20328 0.43892 -0.3518
C -0.98359 -0.16351 0.67499 -0.1562
C -2.42184 -0.48000 -1.29534 -0.0960
C 1.39673 -0.97928 0.12150 -0.5143
H 1.17672 -1.73614 0.88321 0.0992
H 0.93396 0.64403 1.32768 0.1211
H 3.43301 0.92586 2.28388 -0.1893
H 1.54357 1.63063 -0.76130 0.1552
H -1.27108 0.05150 1.69506 0.1323
H -3.11818 0.06622 -1.91584 0.0849
H -2.94569 -1.32465 -0.84355 0.0918
H -1.65061 -0.82881 -1.98717 0.0811
H 1.30387 -1.41442 -0.86371 0.0779
H 0.17993 0.94784 -1.46340 0.1601
H -0.05807 2.01775 -0.29565 0.1676
H -1.04136 -1.24521 0.59984 0.1171
H -2.64568 0.88165 0.12171 0.1158
```

---

Entry 6:
Molecular formula: CH5F2N2O2PS
Method: DFT, wB97M-V/def2-TZVPD

Summary:
Total charge: 0
Maximum force in Eh/bohr: 0.0487
Frontier orbital gap in Ha: 0.411
HOMO in eV: -10.7
Relative energy (zero: lowest compared OMol25 entry of this formula, charge and spin) in kcal per mole: 0.0

```
14
Properties=species:S:1:pos:R:3:lowdin_charge:R:1
S 0.74527 -0.93791 -0.16044 0.6293
P -1.81011 0.32445 0.03759 0.4226
F -2.79065 0.48258 1.29002 -0.1219
F -2.69260 -0.83636 -0.63486 -0.1241
O -0.65654 -0.44667 0.72867 -0.3354
O 0.86960 -2.33546 0.02983 -0.2774
N 0.69185 -0.50960 -1.58698 -0.1663
N -1.35481 1.56386 -0.74680 -0.1220
C 1.97139 -0.08308 0.84863 -0.1153
H 2.01404 -0.57521 1.80925 0.0675
H -2.09644 2.11031 -1.13953 0.0007
H 0.51117 0.46673 -1.73445 0.0042
H 1.68392 0.95548 0.93823 0.0664
H 2.91391 -0.17913 0.32085 0.0717
```

---

Entry 7:
Molecular formula: H8O4
Method: DFT, wB97M-V/def2-TZVPD

Summary:
Total charge: 0
Maximum force in Eh/bohr: 0.0407
Frontier orbital gap in Ha: 0.428
Structure (SMILES): O.O.O.O
HOMO in eV: -11.3
Relative energy (zero: lowest compared OMol25 entry of this formula, charge and spin) in kcal per mole: 19.8

```
12
Properties=species:S:1:pos:R:3:lowdin_charge:R:1
O -0.43211 12.65331 21.16353 -0.0344
O 0.11892 10.43445 19.60761 -0.0187
O -2.52127 13.96633 19.45318 -0.0356
O 2.59755 10.41522 20.91972 -0.0481
H -1.72689 13.87962 19.93413 -0.0334
H 0.05715 11.04902 18.88906 0.0683
H -2.30336 14.62379 18.80913 0.0209
H 1.68104 10.45591 20.70008 -0.0394
H -0.78318 10.14926 19.68103 0.0713
H -0.31427 11.84109 20.69359 -0.0329
H 3.01369 9.88473 20.24183 0.0322
H 0.35768 12.66810 21.70580 0.0498
```

---

Entry 8:
Molecular formula: C6H15NO
Method: DFT, wB97M-V/def2-TZVPD

Summary:
Total charge: 0
Maximum force in Eh/bohr: 0.0643
Frontier orbital gap in Ha: 0.390
Structure (SMILES): CC(N)=O.CC(C)C
HOMO in eV: -9.9
Relative energy (zero: lowest compared OMol25 entry of this formula, charge and spin) in kcal per mole: 27.1

```
23
Properties=species:S:1:pos:R:3:lowdin_charge:R:1
O 0.54627 1.01575 3.56983 0.0535
N -0.57185 -0.54360 2.34937 0.1463
C -0.15267 0.75774 2.62078 -0.5738
C 1.06039 0.41922 -2.16205 -0.1118
C 0.27465 -0.20993 -1.04891 -0.4645
C -0.56420 1.83892 1.64385 -0.0201
C 1.02264 -1.56623 -0.66756 -0.0884
C -1.10628 -0.67790 -1.47001 -0.1081
H 1.36929 -0.19648 -3.03301 0.0896
H 1.80282 -1.28013 0.04774 0.0688
H 1.92007 0.96722 -1.80357 0.0739
H 0.43537 -2.35918 -0.21554 0.0602
H 0.41105 1.16021 -2.62997 0.0725
H -0.45853 -1.25213 3.07314 0.1098
H -1.92342 0.06114 -1.54485 0.0737
H 0.40691 0.38253 -0.10628 0.0812
H -1.53953 -1.44741 -0.81296 0.0622
H -1.45896 -0.63841 1.87862 0.0893
H -0.48548 2.85110 2.07818 0.0888
H 0.16426 1.89898 0.82534 0.0729
H -1.14299 -1.20838 -2.43275 0.0849
H -1.60480 1.90239 1.39485 0.0724
H 1.59499 -1.87542 -1.55424 0.0668
```